Record 1
Entry from the OMol25 dataset: an isolated molecule of C13H14N8O2 at a distorted geometry (ωB97M-V with the def2-TZVPD basis set).

Structure (XYZ):
```
37
Properties=species:S:1:pos:R:3:lowdin_charge:R:1
C -0.24 -1.24 -4.98 -0.042
O -0.40 -1.26 -3.56 -0.028
C -1.29 -2.16 -3.05 -0.521
O -1.79 -3.07 -3.69 0.079
N -1.62 -2.06 -1.72 -0.039
C -2.41 -3.05 -1.05 -0.034
C -1.14 -1.02 -0.83 -0.117
C 0.07 -1.06 -0.16 -0.357
N 0.96 -2.06 -0.39 0.163
N 0.54 -0.13 0.63 0.165
C -0.21 0.97 0.86 -0.203
C 0.19 2.04 1.85 -0.130
N -0.44 3.20 2.05 0.135
N 0.27 3.75 3.05 0.038
C 1.40 3.06 3.42 -0.325
N 2.27 3.36 4.35 0.122
C 3.33 2.58 4.47 -0.142
C 3.56 1.44 3.69 -0.044
C 2.53 1.07 2.77 0.021
C 1.43 1.95 2.65 -0.110
N -1.36 1.12 0.15 0.159
C -1.80 0.17 -0.62 -0.352
N -2.98 0.49 -1.26 0.145
H -0.03 -2.18 -5.38 0.069
H -1.17 -0.88 -5.44 0.099
H 0.61 -0.57 -5.22 0.106
H -3.49 -2.83 -1.08 0.100
H -2.07 -3.17 -0.01 0.104
H -2.23 -4.05 -1.49 0.099
H 0.78 -2.59 -1.24 0.111
H 1.89 -1.81 -0.15 0.092
H 0.06 4.62 3.52 0.163
H 4.05 2.85 5.25 0.104
H 4.44 0.82 3.78 0.093
H 2.52 0.15 2.20 0.086
H -3.12 1.50 -1.19 0.105
H -3.09 0.10 -2.18 0.086
```

Properties
LUMO energy ... 0.04 eV
Electronic energy ... -29724.43935 eV
SMILES ... COC(=O)N(C)c1c(N)nc(-c2n[nH]c3ncccc23)nc1N

***

Record 2
Entry from the OMol25 dataset: the ion C13H14NS with charge +1 at a distorted geometry (ωB97M-V with the def2-TZVPD basis set).

Structure (XYZ):
```
29
Properties=species:S:1:pos:R:3:lowdin_charge:R:1
C 0.97 0.58 2.79 -0.010
C 0.90 -0.52 3.52 -0.062
C -0.37 -1.50 -1.55 0.072
C -0.23 1.36 -1.96 0.035
C -0.27 -0.64 -0.47 -0.072
C -0.11 -0.78 0.96 -0.123
C 0.37 0.37 1.51 -0.188
C -0.17 0.83 -0.70 -0.194
C 0.15 -1.75 3.21 -0.164
C -0.30 -0.88 -2.92 -0.179
C -0.87 0.50 -2.99 -0.179
C -0.17 -2.02 1.72 -0.108
C -0.04 4.33 -0.02 -0.344
N 0.40 1.30 0.46 -0.127
S 0.67 3.18 0.94 1.031
H 1.58 1.40 2.96 0.083
H 1.46 -0.71 4.40 0.118
H -0.29 -2.49 -1.31 0.096
H -0.14 2.37 -2.26 0.104
H 0.49 -2.64 3.75 0.121
H -0.85 -1.58 3.85 0.181
H 0.79 -0.94 -3.15 0.157
H -0.83 -1.61 -3.54 0.128
H -1.98 0.60 -2.71 0.168
H -0.63 0.78 -4.05 0.145
H -1.19 -2.47 1.70 0.142
H 0.66 -2.69 1.29 0.165
H 0.33 5.30 0.01 0.006
H -0.98 4.22 -0.43 -0.002
```

Properties
Energy above the lowest of the compared OMol25 structures with the same formula, charge and spin ... 139.7 kcal/mol
Charge ... +1
LUMO energy (alpha / beta) ... -4.35 / -5.59 eV
Electronic energy ... -26021.74035 eV

***

Record 3
Entry from the OMol25 dataset: a structure of composition C13H14OS at a distorted geometry (ωB97M-V with the def2-TZVPD basis set).

Structure (XYZ):
```
29
Properties=species:S:1:pos:R:3:lowdin_charge:R:1
C -0.88 0.23 -0.06 0.054
C 0.27 0.57 -0.17 0.043
C -4.92 -0.86 0.09 -0.090
C -4.55 0.46 0.26 -0.084
C -3.95 -1.83 -0.11 -0.084
C -3.22 0.82 0.23 -0.033
C -2.62 -1.48 -0.16 -0.031
C -2.24 -0.15 0.01 -0.243
C 4.05 -0.62 -0.20 -0.385
C 2.75 -0.38 0.42 -0.661
C 2.51 -0.44 1.89 -0.096
C 2.01 1.20 -1.79 -0.048
C 1.60 1.06 -0.34 -0.451
O 1.93 2.15 0.48 0.003
S 2.76 -1.85 -0.58 0.843
H -5.97 -1.14 0.12 0.100
H -5.31 1.22 0.43 0.102
H -4.24 -2.87 -0.24 0.103
H -2.92 1.85 0.37 0.115
H -1.85 -2.23 -0.32 0.116
H 4.37 -0.04 -1.05 0.062
H 4.86 -0.98 0.42 0.075
H 3.19 -1.15 2.37 0.083
H 1.48 -0.74 2.10 0.080
H 2.67 0.55 2.32 0.081
H 1.29 1.82 -2.32 0.092
H 3.00 1.66 -1.86 0.085
H 2.03 0.22 -2.26 0.064
H 1.87 2.96 -0.04 0.106
```

Properties
Energy above the lowest of the compared OMol25 structures with the same formula, charge and spin ... 48.9 kcal/mol
LUMO energy ... 0.74 eV
Electronic energy ... -26587.65202 eV

***

Record 4
Entry from the OMol25 dataset: a structure of composition C13H15CaN6O2 at a distorted geometry (ωB97M-V with the def2-TZVPD basis set).

Structure (XYZ):
```
37
Properties=species:S:1:pos:R:3:lowdin_charge:R:1
Ca 0.10 -14.40 -10.66 1.453
O 2.21 -13.69 -10.59 -0.237
C 3.04 -13.60 -11.77 -0.140
C 2.17 -13.37 -12.98 -0.273
C 2.86 -12.85 -14.10 0.011
C 2.22 -12.92 -15.33 -0.024
C 0.92 -13.39 -15.38 -0.022
C 0.32 -13.84 -14.20 -0.096
N 0.92 -13.81 -13.00 -0.003
H 2.70 -14.03 -9.83 0.100
H 3.76 -14.46 -11.85 0.165
H 3.65 -12.72 -11.72 0.115
H 3.88 -12.49 -13.91 0.133
H 2.70 -12.57 -16.25 0.127
H 0.37 -13.56 -16.29 0.113
H -0.66 -14.26 -14.19 0.110
N 1.00 -15.77 -8.86 0.006
C 0.11 -16.51 -8.87 -0.450
N -0.93 -17.28 -8.93 0.061
C -2.01 -16.70 -9.46 -0.419
N -2.92 -16.15 -9.92 0.101
N -1.34 -12.48 -9.82 0.076
C -1.53 -11.72 -9.01 -0.240
N -1.68 -10.81 -8.04 -0.083
C -2.01 -11.10 -6.60 -0.072
C -1.00 -10.45 -5.70 -0.169
O -0.76 -9.05 -5.94 -0.106
C -0.42 -8.92 -7.31 -0.199
C -1.49 -9.38 -8.30 -0.100
H -2.07 -12.18 -6.43 0.147
H -2.98 -10.69 -6.45 0.120
H -0.05 -10.94 -5.82 0.121
H -1.29 -10.50 -4.68 0.125
H 0.49 -9.47 -7.44 0.120
H -0.19 -7.87 -7.43 0.132
H -1.15 -9.14 -9.35 0.155
H -2.47 -8.89 -8.11 0.142
```

Properties
Energy above the lowest of the compared OMol25 structures with the same formula, charge and spin ... 10.8 kcal/mol
Charge ... +1
LUMO energy ... -3.18 eV
Electronic energy ... -45193.22861 eV

***

Record 5
Entry from the OMol25 dataset: a structure of composition C13H15Cl4CoN3O2S2 at a distorted geometry (ωB97M-V with the def2-TZVPD basis set).

Structure (XYZ):
```
40
Properties=species:S:1:pos:R:3:lowdin_charge:R:1
Co -0.06 -0.22 -0.60 0.084
C 0.24 -2.76 0.28 -0.230
C -0.43 -1.90 1.37 -0.279
N -0.13 -0.47 1.24 -0.184
C 1.11 -0.02 1.85 -0.258
C 2.36 -0.40 1.06 -0.370
S 2.13 -0.03 -0.71 0.964
C 2.54 -1.64 -1.48 -0.419
C 1.25 -2.34 -1.93 -0.323
N 0.19 -2.05 -1.00 -0.458
H -0.28 -3.72 0.19 0.111
H 1.26 -2.99 0.58 0.091
H -0.20 -2.28 2.37 0.102
H -1.52 -2.01 1.25 0.051
H -1.08 0.19 1.61 0.251
H 1.19 -0.37 2.89 0.104
H 1.06 1.07 1.91 0.113
H 2.61 -1.45 1.22 0.061
H 3.21 0.18 1.42 0.066
H 3.11 -2.26 -0.78 0.050
H 3.18 -1.46 -2.34 0.053
H 1.41 -3.42 -2.06 0.100
H 0.97 -1.95 -2.91 0.085
H -1.04 -2.25 -1.49 -0.043
Cl -3.35 5.58 0.50 0.561
C -2.10 4.38 0.26 -0.721
C -0.75 4.75 0.30 -0.727
Cl -0.31 6.43 0.58 0.553
C 0.25 3.79 0.11 -0.591
Cl 1.94 4.25 0.15 0.598
C -0.10 2.44 -0.13 -0.388
O 0.63 1.42 -0.32 -0.393
C -1.43 2.07 -0.16 -0.396
O -1.51 0.82 -0.38 -0.319
C -2.44 3.03 0.03 -0.591
Cl -4.12 2.55 -0.02 0.613
S -1.94 -1.47 -0.78 0.804
C -3.41 -2.43 -0.92 -0.677
N -4.38 -3.07 -1.01 -0.065
H -0.09 0.05 -2.17 0.016
```

Properties
Energy above the lowest of the compared OMol25 structures with the same formula, charge and spin ... 8.5 kcal/mol
Charge ... -2
2S+1 ... 4
LUMO energy (alpha / beta) ... 4.56 / 4.54 eV
Electronic energy ... -131668.09791 eV

***

Record 6
Entry from the OMol25 dataset: a structure of composition C13H15ClIrN2O2Se at a distorted geometry (ωB97M-V with the def2-TZVPD basis set).

Structure (XYZ):
```
35
Properties=species:S:1:pos:R:3:lowdin_charge:R:1
Cl -2.24 -0.49 0.21 0.120
C 0.89 -1.43 -1.89 -0.006
C 1.58 -0.27 -1.46 -0.114
C 0.66 0.87 -1.57 -0.172
H 2.65 -0.21 -1.26 0.133
C -0.54 0.37 -2.24 -0.309
C -0.40 -1.03 -2.36 0.003
H -1.16 -1.68 -2.77 0.147
H 1.28 -2.44 -1.86 0.139
H 0.91 1.93 -1.51 0.139
C -1.64 1.22 -2.73 -0.023
Ir 0.09 0.11 0.44 0.866
C 1.77 0.91 0.78 -0.411
C -0.08 -1.47 1.41 -0.445
O 2.77 1.49 0.84 0.165
O -0.25 -2.43 2.05 0.151
H -1.59 2.20 -2.24 0.103
H -2.61 0.75 -2.52 0.096
H -1.53 1.36 -3.82 0.125
C 1.59 -0.21 3.87 -0.005
N 0.24 -0.11 4.37 -0.087
C -0.17 -0.51 5.65 0.055
C -1.46 -0.09 5.79 0.042
N -1.82 0.56 4.62 -0.102
C -3.10 1.22 4.39 0.007
C -0.76 0.61 3.77 -0.549
Se -0.76 1.67 2.22 1.033
H 2.21 -0.75 4.58 0.122
H 2.03 0.78 3.68 0.111
H 1.61 -0.76 2.92 0.056
H 0.48 -1.04 6.32 0.154
H -2.12 -0.17 6.62 0.153
H -3.90 0.50 4.53 0.124
H -3.22 2.06 5.09 0.125
H -3.10 1.59 3.35 0.054
```

Properties
Energy above the lowest of the compared OMol25 structures with the same formula, charge and spin ... 0.0 kcal/mol
Charge ... +2
2S+1 ... 6
LUMO energy (alpha / beta) ... -6.20 / -10.26 eV
Electronic energy ... -101486.17072 eV